Record 1
C24H46N7O7 | wB97M-V/def2-TZVPD

Summary:
total energy: -1849.183339 hartree
strongest force on any atom: 0.14605 Eh/bohr
charge: +5

Last column: Mulliken charge in e.
Element x y z (Å)
N  0.19  0.28  -0.84  0.176
O  0.29  0.57  -2.04  -0.732
O  1.18  0.22  -0.16  -0.106
O  -0.84  0.01  -0.24  -0.459
C  2.03  -0.97  -3.73  -1.030
C  2.63  -0.92  -2.30  0.828
O  3.10  -1.88  -1.76  -0.438
N  2.84  0.42  -1.56  0.391
H  1.94  0.87  -1.62  0.311
H  3.10  0.25  -0.60  -0.414
C  3.84  1.25  -2.43  -0.925
H  1.02  -0.55  -3.72  0.230
H  2.03  -1.98  -4.15  0.398
H  2.71  -0.33  -4.30  0.372
H  3.71  1.30  -3.51  0.377
H  4.84  0.81  -2.51  0.387
H  3.83  2.24  -1.97  0.422
C  -1.64  1.90  -2.22  0.453
C  -2.35  0.66  -2.57  -0.234
O  -2.93  0.58  -3.66  -0.462
N  -2.25  -0.59  -1.75  0.612
H  -1.50  -1.19  -2.09  0.771
H  -1.78  -0.42  -0.87  -0.256
C  -3.57  -1.36  -1.54  -0.866
H  -1.23  1.77  -1.21  -1.775
H  -2.45  2.58  -1.97  0.632
H  -0.82  2.31  -2.82  0.367
H  -3.75  -2.32  -2.02  0.437
H  -4.32  -0.79  -2.09  0.386
H  -3.90  -1.27  -0.51  0.270
C  -0.91  -0.88  1.92  -0.537
C  -2.10  0.03  1.60  -0.416
O  -2.77  -0.12  0.62  -0.635
N  -2.51  1.14  2.58  0.173
H  -3.10  0.68  3.26  0.422
H  -1.71  1.51  3.09  0.439
C  -3.24  2.39  1.93  -0.246
H  -1.02  -1.90  1.54  1.161
H  -0.72  -0.96  2.99  0.189
H  -0.07  -0.53  1.34  -0.548
H  -3.13  3.15  2.70  0.554
H  -4.33  2.34  1.93  0.329
H  -2.84  2.74  0.98  -0.391
C  -1.69  4.66  0.47  -1.619
C  -0.96  3.42  -0.13  0.671
O  -1.39  2.33  0.09  -0.257
N  0.32  3.85  -0.85  0.235
H  0.21  4.82  -1.07  0.581
H  1.07  3.80  -0.18  0.383
C  0.50  2.94  -2.02  -0.186
H  -2.71  4.46  0.77  0.485
H  -1.85  5.48  -0.24  0.503
H  -1.29  5.02  1.42  0.445
H  -0.31  3.04  -2.74  0.430
H  0.91  1.98  -1.71  -0.256
H  1.37  3.36  -2.53  0.705
C  -1.53  -6.18  -0.10  -0.806
N  -0.72  -5.04  0.40  0.081
C  -0.70  -3.96  -0.35  -1.269
C  -0.13  -2.76  0.14  0.282
C  0.52  -2.77  1.35  0.716
C  0.62  -4.00  2.07  -1.001
C  0.01  -5.07  1.61  -0.435
C  1.28  -1.59  1.83  -0.014
C  0.94  -0.94  3.02  0.908
C  1.71  0.16  3.43  -1.042
N  2.76  0.59  2.77  0.034
C  3.18  -0.01  1.66  -1.271
C  2.44  -1.13  1.20  -0.743
C  3.56  1.66  3.36  -0.759
H  -1.85  -6.64  0.83  0.313
H  -0.81  -6.78  -0.65  0.381
H  -2.34  -5.91  -0.78  0.387
H  -1.27  -4.02  -1.27  0.542
H  -0.31  -1.88  -0.45  0.112
H  1.14  -3.83  3.00  0.695
H  0.05  -6.02  2.13  0.558
H  0.09  -1.36  3.53  0.622
H  1.63  0.56  4.43  0.623
H  4.06  0.41  1.21  0.683
H  2.75  -1.49  0.23  1.603
H  3.11  2.10  4.25  0.356
H  3.58  2.43  2.59  0.351
H  4.56  1.28  3.55  0.358

Record 2
C24H47BF2N4O6P2S2SeSi4TeZr | wB97M-V/def2-TZVPD

Summary:
strongest force on any atom: 0.07326 Eh/bohr
relative energy (zero: lowest compared OMol25 entry of this formula, charge and spin): 223.87 kJ/mol

Last column: Mulliken charge in e.
Element x y z (Å)
Zr  -1.23  0.02  -1.66  -0.446
C  0.16  2.85  0.35  -0.546
C  -1.25  2.51  0.57  0.058
N  -1.86  1.51  -0.02  1.669
C  -3.19  1.44  0.33  -0.708
C  -3.56  2.34  1.29  -0.715
S  -2.24  3.35  1.72  -0.223
C  -4.12  0.60  -0.42  -0.022
C  -5.41  0.32  -0.07  -0.480
S  -6.19  -0.57  -1.31  -0.255
C  -4.72  -0.50  -2.24  0.538
N  -3.75  0.13  -1.65  0.514
C  -4.66  -1.10  -3.60  -1.150
H  0.42  2.68  -0.71  -0.290
H  0.81  2.21  0.96  -0.582
H  0.34  3.89  0.62  0.742
H  -4.53  2.49  1.71  0.466
H  -5.94  0.59  0.83  0.487
H  -5.62  -1.05  -4.09  0.583
H  -4.36  -2.15  -3.54  0.102
H  -3.90  -0.58  -4.19  0.112
N  -0.70  -4.51  -0.67  -0.062
C  -1.88  -3.83  -1.29  0.747
C  -2.92  -4.79  -1.81  -1.559
P  -2.59  -2.61  -0.03  0.578
O  -1.75  -3.04  1.28  -0.642
O  -4.04  -2.78  0.05  -0.865
O  -2.05  -1.25  -0.37  0.920
P  -1.11  -2.71  -2.53  0.331
O  -0.83  -3.77  -3.71  -0.586
O  0.16  -2.34  -1.82  -0.565
O  -1.91  -1.56  -3.03  -0.220
H  -0.88  -4.70  0.33  0.456
H  0.06  -3.78  -0.79  0.181
H  -0.43  -5.36  -1.18  0.384
H  -3.20  -5.52  -1.04  0.443
H  -2.58  -5.31  -2.70  0.415
H  -3.81  -4.22  -2.05  0.306
H  -1.06  -2.35  1.48  -0.007
H  -0.42  -3.36  -4.47  0.398
C  5.66  1.53  2.20  -1.087
Si  4.24  1.26  0.94  0.707
C  4.97  0.40  -0.61  -1.089
C  3.73  3.01  0.33  -1.001
Si  2.49  -0.01  1.91  0.498
Te  0.55  -0.61  0.41  -0.994
Si  1.80  1.05  3.94  0.680
C  1.55  2.95  3.79  -0.975
C  3.08  0.80  5.34  -1.141
C  0.13  0.32  4.54  -0.978
Si  3.36  -2.15  2.48  0.803
C  2.01  -3.15  3.42  -0.759
C  3.76  -3.15  0.90  -0.909
C  4.93  -2.25  3.58  -1.225
H  6.52  2.02  1.76  0.388
H  5.99  0.59  2.62  0.248
H  5.32  2.14  3.03  0.279
H  5.67  1.03  -1.15  0.398
H  4.17  0.14  -1.29  0.227
H  5.49  -0.52  -0.34  0.293
H  4.59  3.60  0.03  0.448
H  3.21  3.56  1.12  0.256
H  3.06  2.94  -0.52  0.187
H  2.43  3.41  3.33  0.243
H  1.41  3.42  4.75  0.462
H  0.69  3.19  3.18  0.130
H  4.05  1.18  5.03  0.293
H  3.20  -0.26  5.56  0.264
H  2.80  1.30  6.25  0.401
H  -0.59  0.31  3.73  0.148
H  -0.32  0.88  5.36  0.382
H  0.25  -0.70  4.88  0.271
H  1.07  -3.06  2.89  -0.012
H  1.86  -2.74  4.41  0.269
H  2.25  -4.20  3.53  0.412
H  2.98  -2.96  0.16  0.004
H  3.83  -4.22  1.05  0.406
H  4.70  -2.83  0.46  0.310
H  4.80  -1.71  4.51  0.306
H  5.79  -1.81  3.08  0.329
H  5.19  -3.27  3.83  0.373
F  -0.54  0.66  -3.46  -0.372
B  0.67  0.91  -2.54  0.131
F  1.31  -0.26  -2.81  -0.073
Se  -2.42  2.86  -2.48  -0.030
C  -3.02  3.56  -4.14  0.340
C  -3.84  2.83  -5.01  -0.178
C  -4.26  3.43  -6.18  -0.360
N  -3.93  4.66  -6.55  -0.642
C  -3.16  5.35  -5.72  -0.361
C  -2.69  4.86  -4.52  -0.497
H  -4.15  1.82  -4.76  0.216
H  -4.89  2.89  -6.88  0.351
H  -2.92  6.35  -6.04  0.349
H  -2.07  5.45  -3.87  0.376

Record 3
C24H47GaN2O5PS | wB97M-V/def2-TZVPD

Summary:
total energy: -4092.727419 hartree
strongest force on any atom: 0.02086 Eh/bohr
charge: -1

Last column: Mulliken charge in e.
Element x y z (Å)
C  10.54  -0.53  0.16  -0.722
O  9.72  -1.16  -0.79  -0.386
C  8.35  -1.24  -0.44  -0.710
C  7.47  -0.44  -1.42  -0.329
C  6.19  -1.19  -1.77  -0.843
C  5.23  -0.39  -2.64  -0.663
C  4.63  0.84  -1.92  -0.718
C  3.13  1.08  -2.19  -0.736
C  2.37  1.38  -0.91  -0.580
C  0.87  1.70  -1.12  -0.665
C  -0.01  1.14  -0.01  -0.804
C  -1.52  1.26  -0.29  0.010
C  -2.32  1.44  1.00  -0.640
C  -3.83  1.58  0.75  -0.953
Ga  -4.63  -0.13  0.00  -0.258
C  -5.28  0.13  -1.94  -1.044
C  -5.55  -1.24  -2.59  -0.330
C  -4.24  -2.00  -2.76  -0.922
S  -4.30  -3.71  -2.28  1.334
O  -5.65  -4.13  -2.05  -0.642
O  -3.51  -4.47  -3.21  -0.676
O  -3.56  -3.72  -0.88  -0.553
P  -6.52  -0.87  1.23  0.491
O  -6.49  -0.66  2.73  -0.736
H  10.08  0.38  0.55  0.332
H  10.77  -1.20  1.00  0.290
H  11.47  -0.26  -0.32  0.238
H  8.05  -2.29  -0.47  0.384
H  8.20  -0.88  0.58  0.361
H  8.07  -0.29  -2.32  0.266
H  7.25  0.53  -0.98  0.294
H  5.70  -1.53  -0.86  0.383
H  6.48  -2.09  -2.32  0.418
H  5.74  -0.06  -3.54  0.317
H  4.42  -1.04  -2.95  0.413
H  5.17  1.73  -2.26  0.297
H  4.79  0.78  -0.84  0.464
H  2.71  0.17  -2.63  0.294
H  3.01  1.89  -2.91  0.323
H  2.44  0.50  -0.27  0.322
H  2.84  2.20  -0.37  0.345
H  0.76  2.79  -1.06  0.297
H  0.53  1.40  -2.11  0.383
H  0.25  0.10  0.20  0.475
H  0.21  1.70  0.90  0.155
H  -1.71  2.08  -0.98  0.300
H  -1.84  0.32  -0.75  -0.198
H  -2.11  0.58  1.64  0.295
H  -1.94  2.34  1.50  0.461
H  -4.32  1.79  1.69  0.473
H  -3.98  2.39  0.04  0.390
H  -3.53  -1.33  0.05  -0.203
H  -4.56  0.70  -2.53  0.410
H  -6.21  0.69  -1.88  0.491
H  -6.22  -1.79  -1.94  0.313
H  -6.05  -1.14  -3.56  0.408
H  -3.93  -2.04  -3.80  0.439
H  -3.44  -1.50  -2.21  0.190
H  -3.54  -2.81  -0.51  0.364
H  -6.65  -2.26  0.98  -0.090
H  -7.72  -0.38  0.64  -0.002
N  -7.44  -3.40  4.00  0.109
C  -7.44  -3.58  5.35  -0.524
C  -7.33  -4.92  5.61  -0.396
C  -7.26  -5.58  4.35  -0.520
C  -7.33  -4.61  3.38  -0.377
H  -7.51  -2.51  3.53  0.191
H  -7.51  -2.73  6.02  0.364
H  -7.29  -5.38  6.58  0.378
H  -7.16  -6.64  4.18  0.379
H  -7.31  -4.68  2.31  0.384
N  2.93  5.41  0.19  0.049
C  2.20  5.00  1.27  -0.345
C  2.75  5.58  2.38  -0.578
C  3.85  6.38  1.95  -0.379
C  3.93  6.25  0.59  -0.559
H  2.75  5.13  -0.76  0.216
H  1.37  4.34  1.16  0.426
H  2.40  5.46  3.39  0.404
H  4.50  6.97  2.57  0.389
H  4.62  6.68  -0.12  0.371